[1]
DFT (ωB97M-V with the def2-TZVPD basis set) results for 2 unconnected molecules or ions with the total composition C2H6BrClOSi.

Geometry as XYZ:
```
12
Properties=species:S:1:pos:R:3:forces:R:3
C 0.960017 -2.155341 -1.432394 -0.6 -3.2 -1.1
C 0.239069 1.481874 1.382088 -1.5 -1.6 1.1
O 0.502883 -1.421535 -0.437869 -0.6 0.8 1.1
Si -1.485571 1.453491 0.499058 2.4 -1.6 -1.0
Cl -3.168037 0.770123 1.362977 -0.5 0.0 0.9
Br -1.962994 3.074460 -0.822715 -0.2 1.2 -0.4
H 1.435438 -1.646759 -2.222283 1.2 1.1 -0.8
H 0.167422 -2.799519 -2.014098 0.8 0.7 1.4
H 1.694238 -2.938908 -0.991628 -0.9 0.9 -0.5
H 0.685416 0.449181 1.187125 -1.0 1.1 0.5
H 1.021311 2.132133 1.011896 -0.4 0.8 0.1
H -0.089193 1.600800 2.477842 1.3 -0.1 -1.3
```
Positions in Å, forces in eV/Å.

Values from the calculation:
Net charge: 0
LUMO (spin up / spin down), eV: -0.16 / -1.66
HOMO-LUMO gap (spin up / spin down), eV: 10.35 / 5.00
HOMO (spin up / spin down), eV: -10.510 / -6.664

Results of the Löwdin charge analysis, in e, for atoms 1 through 5:
1. C -0.2782
2. C -0.2861
3. O -0.0763
4. Si -0.2714
5. Cl 0.2418

[2]
DFT (ωB97M-V with the def2-TZVPD basis set) results for 3 unconnected molecules or ions with the total composition C22H33FN2O14S3.

Geometry as XYZ:
```
75
Properties=species:S:1:pos:R:3:forces:R:3
C 5.446897 -0.655300 -1.880191 0.3 0.0 0.8
C 4.487591 0.445379 -1.550300 0.3 -0.7 0.0
O 4.616148 1.535707 -2.028035 -0.4 0.6 -0.4
N 3.475455 0.107782 -0.597042 -0.4 0.2 -0.5
C 3.909729 0.230209 0.795714 0.5 -0.2 0.2
C 2.148687 0.595338 -0.916472 -1.0 0.3 1.0
C 1.928229 2.082741 -1.137254 0.9 0.4 -0.5
C 2.691362 3.025620 -0.228843 -0.7 -0.4 0.8
F 2.650346 4.291435 -0.775835 0.2 0.2 -0.2
O 1.335878 0.267452 0.260580 0.0 0.2 0.1
S 0.887230 -1.241504 0.270348 0.3 -0.8 0.2
O -0.436151 -1.322125 0.763984 -0.3 0.3 -0.3
O 1.834107 -2.114568 0.881069 0.3 0.2 -0.1
O 1.015980 -1.450991 -1.301550 -0.3 0.2 0.4
C 1.428385 -0.256916 -2.009895 0.1 -0.7 -0.9
C 0.178173 0.340410 -2.697299 -0.3 -0.1 0.0
C -1.108572 0.345679 -1.911390 -0.5 -0.2 0.4
C -1.881941 -0.823508 -1.902867 0.1 0.5 0.2
C -3.060183 -0.894399 -1.169932 0.2 0.0 -0.1
C -3.503022 0.200291 -0.435415 0.5 0.2 -0.3
C -2.774587 1.392223 -0.460791 0.1 -0.3 -0.1
C -3.213969 2.605224 0.319467 0.7 -0.3 -0.3
C -1.587852 1.446052 -1.204750 -0.3 -0.2 0.2
N 2.381287 -0.776507 -3.002976 0.4 0.7 0.5
C 2.624511 0.098167 -4.155535 -0.2 -0.4 -0.4
C 2.049423 -2.122999 -3.427052 0.3 -0.3 0.3
C 2.888155 -3.243564 -2.900788 0.2 -0.2 -0.3
O 1.167518 -2.335857 -4.199600 -0.6 0.1 -0.7
H 6.268743 -0.564763 -1.165892 0.2 0.0 0.0
H 5.858470 -0.514286 -2.870658 0.0 0.0 -0.2
H 5.009984 -1.627822 -1.718540 -0.1 -0.1 -0.1
H 4.997530 0.219264 0.803868 0.1 0.0 0.0
H 3.588785 -0.607264 1.403384 -0.2 -0.1 -0.1
H 3.602697 1.150184 1.288149 -0.1 0.1 -0.1
H 0.880779 2.343955 -1.092521 -0.2 -0.3 0.1
H 2.259588 2.307749 -2.150341 0.1 0.0 -0.1
H 3.709308 2.719583 -0.029445 0.3 0.2 -0.4
H 2.175720 3.086781 0.733205 0.0 0.0 0.1
H 0.382276 1.312946 -3.132779 0.2 0.2 0.1
H -0.001585 -0.318168 -3.543146 0.1 -0.1 -0.1
H -1.517591 -1.675900 -2.459146 -0.1 -0.2 0.0
H -3.607762 -1.824688 -1.141793 0.0 0.2 -0.1
H -4.404056 0.131984 0.156447 -0.1 0.0 0.0
H -4.292520 2.695628 0.338909 -0.1 0.2 0.1
H -2.819557 2.542556 1.330176 -0.2 -0.1 0.2
H -2.736992 3.476810 -0.121881 -0.3 0.3 -0.1
H -1.057799 2.390341 -1.210791 0.1 0.0 -0.1
H 2.599733 1.145951 -3.888325 0.1 0.1 0.2
H 1.906420 -0.081734 -4.955832 -0.2 0.1 0.0
H 3.606287 -0.132629 -4.561792 0.2 0.1 0.0
H 3.897640 -2.935197 -2.670902 0.0 0.1 0.3
H 2.942354 -3.994870 -3.682845 -0.1 -0.2 0.0
H 2.403183 -3.697871 -2.041556 0.0 0.1 0.2
C -1.564573 -4.408193 1.893524 0.1 0.4 0.2
C -2.634648 -4.849070 2.871535 0.1 -0.4 0.0
O -3.867204 -4.500477 2.224239 0.1 0.2 -0.1
S -3.706316 -4.657468 0.640690 0.3 0.1 0.2
O -4.224505 -5.911343 0.231979 -0.1 0.0 -0.2
O -4.123449 -3.445384 0.034440 -0.4 -0.3 0.1
O -2.111498 -4.734490 0.605955 -0.1 -0.3 0.1
H -1.394065 -3.331813 1.933125 0.0 0.0 0.0
H -0.622743 -4.930560 2.036446 0.0 -0.1 -0.2
H -2.564458 -4.341516 3.828992 -0.2 0.1 0.0
H -2.620197 -5.929988 3.027257 0.0 0.0 0.0
C -2.340975 4.005559 5.125231 0.0 0.3 0.2
C -3.498865 3.529988 5.978335 0.1 -0.4 0.0
O -4.662768 3.922870 5.240643 0.2 0.3 -0.1
S -4.360672 3.843673 3.669276 0.1 0.0 0.3
O -4.843491 2.608825 3.171187 0.0 0.0 -0.2
O -4.718911 5.080935 3.082615 -0.2 0.0 -0.1
O -2.763224 3.753510 3.779155 -0.1 -0.2 0.1
H -2.171462 5.077839 5.240362 0.0 0.0 0.0
H -1.419981 3.466662 5.329433 0.0 -0.1 -0.2
H -3.513290 3.987812 6.963056 -0.2 0.1 -0.1
H -3.503154 2.442619 6.079222 0.0 0.0 0.0
```
Positions in Å, forces in eV/Å.

Values from the calculation:
Net charge: 0
LUMO, eV: 0.22
HOMO-LUMO gap, eV: 8.78
HOMO, eV: -8.552
SMILES string: CC(=O)N(C)[C@]1(CCF)OS(=O)(=O)O[C@]1(Cc1cccc(C)c1)N(C)C(C)=O.O=S1(=O)OCCO1.O=S1(=O)OCCO1

Results of the Löwdin charge analysis, in e, for atoms 1 through 5:
1. C 0.0165
2. C -0.4757
3. O 0.1277
4. N -0.0263
5. C -0.0171

Going through the records in order, we get maximum force values of 3.5; 1.4 eV/A.